Here is 20 unconnected molecules or ions with the total composition C48H148N12O20 in a non-equilibrium geometry from the OMol25 dataset. Energies are from ωB97M-V with the def2-TZVPD basis set.

Cartesian coordinates (Å):
C: 1.487954 -2.132076 10.171416
C: 1.967320 -1.054678 9.212059
C: 1.543056 -1.304634 7.727107
O: 2.229758 -0.433399 6.855968
C: 2.202350 -0.760656 5.530132
N: 1.427595 0.279499 9.625816
H: 1.715630 -1.885937 11.208572
H: 1.894582 -3.109619 9.912261
H: 0.404824 -2.239110 10.112558
H: 3.036210 -0.859972 9.124516
H: 0.483957 -1.163566 7.511471
H: 2.028898 -2.262017 7.538711
H: 2.419773 0.153536 4.977793
H: 1.204133 -0.942903 5.132059
H: 2.783353 -1.640466 5.253611
H: 1.717850 1.014490 8.996820
H: 1.592071 0.452383 10.607226
C: 4.709356 2.757722 4.595921
C: 6.292196 2.566655 4.743227
C: 6.984858 1.417475 4.001277
O: 6.224968 0.228797 3.821069
C: 6.002343 -0.428050 5.053659
N: 6.750341 3.973364 4.397998
H: 4.118841 1.858399 4.770864
H: 4.332795 3.370549 3.776927
H: 4.535548 3.177920 5.586541
H: 6.424487 2.303758 5.792742
H: 7.794791 1.083756 4.649915
H: 7.328942 1.860552 3.066723
H: 6.879755 -0.628709 5.668470
H: 5.586370 -1.391714 4.759696
H: 5.268791 0.205227 5.552631
H: 6.459345 4.659592 5.079540
H: 6.316726 4.363106 3.573280
C: -6.301242 -1.249450 -2.680998
C: -6.110951 0.308412 -2.442418
C: -5.393370 0.970948 -3.601840
O: -5.418329 2.345964 -3.462853
C: -5.393644 3.187943 -4.642919
N: -7.395894 1.001514 -2.109437
H: -6.726617 -1.556933 -1.725691
H: -5.358934 -1.753012 -2.896811
H: -7.060013 -1.231463 -3.463330
H: -5.542216 0.411356 -1.518270
H: -6.157222 0.733389 -4.342251
H: -4.401698 0.592979 -3.850485
H: -6.047503 2.788191 -5.418004
H: -4.322058 3.311103 -4.799886
H: -5.591509 4.242604 -4.451535
H: -7.451479 2.008571 -2.162773
H: -8.130204 0.658624 -2.712192
C: 4.738196 0.892927 0.703453
C: 4.560878 -0.675983 0.775018
C: 4.299692 -1.211067 -0.697323
O: 3.967435 -2.551774 -0.711983
C: 3.478004 -3.085676 -1.985791
N: 5.770725 -1.215997 1.352955
H: 3.863133 1.288561 0.187876
H: 5.579727 1.126808 0.051354
H: 4.757154 1.459003 1.634734
H: 3.717256 -0.862072 1.439670
H: 5.185460 -1.143645 -1.328954
H: 3.499765 -0.670534 -1.203332
H: 3.919336 -2.538111 -2.818554
H: 2.391254 -3.003567 -2.003586
H: 3.882629 -4.082491 -2.161130
H: 6.560460 -0.653350 1.070381
H: 5.742415 -0.979985 2.334578
C: 0.709646 -0.370992 1.825855
C: 0.209563 -0.045021 0.350696
C: -0.377366 -1.261725 -0.470083
O: -0.881644 -0.850147 -1.792786
C: -1.291177 -1.922826 -2.536341
N: -0.832861 1.005026 0.512512
H: 1.049230 0.542677 2.313694
H: 1.505350 -1.112403 1.898461
H: -0.159916 -0.717718 2.384195
H: 1.009962 0.380353 -0.254705
H: -1.145931 -1.731187 0.143940
H: 0.406241 -2.019008 -0.494170
H: -2.042750 -2.510201 -2.008878
H: -0.459632 -2.591665 -2.758356
H: -1.803048 -1.648033 -3.458607
H: -1.707710 0.518659 0.647396
H: -1.001312 1.399784 -0.401749
C: 1.784185 2.965905 -3.059832
C: 1.475083 1.810653 -3.994248
C: 1.272144 2.067919 -5.532424
O: 0.120372 2.798221 -5.813436
C: 0.137993 3.965999 -6.569806
N: 2.529490 0.941715 -3.832914
H: 0.844282 3.515185 -3.005390
H: 2.498822 3.690308 -3.450509
H: 1.878763 2.627495 -2.028015
H: 0.490210 1.456211 -3.690103
H: 1.446291 1.160396 -6.110501
H: 2.057605 2.718797 -5.916487
H: 0.267473 3.837947 -7.644490
H: 0.979388 4.529228 -6.166145
H: -0.761454 4.574467 -6.475672
H: 2.351694 0.578371 -2.907458
H: 2.351023 0.146218 -4.429087
C: 1.383821 4.778444 7.230988
C: 0.621107 3.355912 7.017736
C: 0.111323 3.148375 5.570644
O: -0.561151 1.874486 5.683681
C: -1.087403 1.420653 4.456167
N: 1.561914 2.354938 7.350120
H: 2.335618 4.762710 6.700022
H: 1.618245 5.170470 8.220666
H: 0.885533 5.653565 6.813877
H: -0.243398 3.290136 7.678338
H: 0.991910 3.167733 4.928543
H: -0.577034 3.930070 5.249387
H: -1.444619 0.390918 4.444419
H: -0.205725 1.431483 3.815357
H: -1.777741 2.181002 4.090924
H: 1.164556 1.551100 6.885303
H: 2.496622 2.331536 6.968174
C: -5.744206 3.726445 0.239432
C: -5.015305 3.597309 1.567018
C: -5.608680 2.583933 2.554851
O: -4.719831 2.583390 3.686363
C: -4.686310 1.409824 4.510074
N: -3.603946 3.158120 1.345026
H: -6.397181 4.593984 0.334808
H: -6.277422 2.804663 0.006837
H: -5.058529 3.983282 -0.568014
H: -5.108805 4.545128 2.097122
H: -5.610723 1.662544 1.972493
H: -6.564730 2.888694 2.980505
H: -5.644857 1.161463 4.965722
H: -4.151373 1.718519 5.408208
H: -4.167970 0.609801 3.981501
H: -3.140274 3.289516 2.232638
H: -3.714928 2.154239 1.343013
C: -1.411381 -5.665188 -1.249892
C: 0.050849 -5.961018 -1.208492
C: 0.624780 -6.083028 0.245981
O: 0.371642 -4.799495 0.885996
C: 1.526768 -4.157404 1.555920
N: 0.293498 -7.253762 -1.804429
H: -1.888081 -6.532294 -0.792748
H: -1.853507 -5.599515 -2.244031
H: -1.585211 -4.757360 -0.672190
H: 0.683789 -5.173390 -1.617304
H: 1.664020 -6.395388 0.143428
H: 0.123492 -6.755562 0.942052
H: 1.945974 -4.741048 2.375512
H: 1.096073 -3.246696 1.972092
H: 2.343659 -3.880457 0.889511
H: 0.341451 -8.074761 -1.218118
H: -0.560998 -7.542495 -2.258925
C: -5.597893 -3.051270 -6.490890
C: -4.503375 -2.320080 -7.192226
C: -3.961857 -1.170171 -6.300314
O: -2.965051 -0.431088 -7.029302
C: -2.546402 0.880320 -6.431035
N: -3.542962 -3.327898 -7.523824
H: -6.389720 -2.378767 -6.160979
H: -5.310670 -3.487581 -5.534203
H: -6.263580 -3.638807 -7.123154
H: -4.802331 -1.941403 -8.169634
H: -3.605650 -1.417496 -5.300287
H: -4.715495 -0.396998 -6.150885
H: -1.772320 1.322321 -7.058357
H: -1.969946 0.771284 -5.512382
H: -3.331092 1.636720 -6.445931
H: -3.050316 -3.727798 -6.738021
H: -2.766503 -2.830882 -7.936365
C: 1.143947 7.662377 -0.509729
C: 2.269856 6.799918 -1.073040
C: 2.749029 5.629189 -0.237611
O: 3.921077 5.018580 -0.826329
C: 4.417744 3.799793 -0.306869
N: 2.080246 6.408149 -2.450412
H: 0.394028 7.098206 0.044745
H: 0.537660 8.162216 -1.265157
H: 1.640575 8.349564 0.175273
H: 3.132337 7.462984 -1.140700
H: 1.961068 4.989096 0.159261
H: 3.195786 6.075924 0.650606
H: 5.003268 3.910891 0.605765
H: 5.002844 3.141783 -0.949352
H: 3.517324 3.237979 -0.058463
H: 1.829255 5.472751 -2.163847
H: 2.961161 6.150492 -2.871945
C: 0.329337 -3.296188 -6.620550
C: 0.405923 -3.861198 -5.230073
C: -0.336775 -5.281886 -5.077976
O: -1.659972 -5.284233 -5.500297
C: -2.395198 -6.535804 -5.494326
N: 1.750256 -3.729195 -4.783008
H: -0.663536 -3.324633 -7.069423
H: 1.089869 -3.762632 -7.246753
H: 0.474193 -2.221053 -6.514700
H: -0.133600 -3.247035 -4.509084
H: -0.208868 -5.523665 -4.022847
H: 0.146448 -6.076505 -5.646467
H: -1.941924 -7.304838 -6.119812
H: -3.438137 -6.431594 -5.793522
H: -2.279793 -6.861547 -4.460554
H: 1.848696 -4.115147 -3.854867
H: 2.162286 -4.478400 -5.320604
O: -0.141378 3.773397 0.969771
H: -0.909731 4.084191 0.490943
H: -0.127308 2.829063 0.813988
O: 3.180320 -1.266992 -5.299336
H: 4.119023 -1.411020 -5.179660
H: 2.783206 -2.121871 -5.132838
O: -4.166045 -0.043208 0.829038
H: -5.071291 -0.164872 1.115316
H: -4.238705 0.243346 -0.081367
O: 2.371043 -6.683678 -3.628062
H: 1.591566 -6.792849 -3.083336
H: 3.057252 -7.163194 -3.163935
O: -1.089769 -5.046164 3.078799
H: -0.541159 -5.249503 2.321218
H: -1.551290 -4.244521 2.832641
O: -2.136339 4.207888 -0.845598
H: -2.492817 4.492465 -1.687137
H: -2.906245 3.990925 -0.319863
O: -2.919532 -2.883917 2.291128
H: -3.390054 -2.447902 1.580671
H: -3.593468 -3.075248 2.943381
O: -0.313191 -3.604107 5.644097
H: -0.954963 -3.005391 5.262136
H: -0.366106 -4.390782 5.101348

Atoms 1-6, force components in eV/Å:
0.04 -0.05 -0.48
-1.00 2.57 -1.01
1.31 -0.41 0.92
0.67 1.24 1.32
-1.02 0.29 -1.38
-0.74 -1.51 0.02

The HOMO-LUMO gap is 7.9 eV. The calculation puts the relative energy (zero: lowest compared OMol25 entry of this formula, charge and spin) at 113.0 kcal per mole. The electronic energy is -4078.97532 Ha.